(1)
Entry from the Open Molecules 2025 dataset: C16H48O16 as an isolated structure in a non-equilibrium geometry (ωB97M-V with the def2-TZVPD basis set).

Summary:
* energy above the lowest of the compared OMol25 structures with the same formula, charge and spin: 1991.7 kJ/mol
* charge: 0
* 2S+1: 1
* E_tot: -50106.6216 eV
* LUMO level: -0.04 eV

XYZ file:
```
80
Properties=species:S:1:pos:R:3:forces:R:3
C -1.84088 -2.15382 2.07092 -0.6 -2.6 -0.4
C -1.37684 -2.96558 0.85503 0.3 -0.9 0.8
O -0.08317 -2.51855 0.46920 1.2 1.0 8.9
O -1.96500 -0.92498 1.59130 -4.8 3.4 -0.4
H -1.17679 -2.02699 2.92591 0.2 -1.5 0.2
H -2.83652 -2.45414 2.39740 0.1 -0.7 0.3
H -1.99918 -2.80335 -0.02501 -0.6 -0.2 1.4
H -1.48634 -4.03923 1.00796 0.7 -0.5 0.4
H 0.02535 -2.67402 -0.47190 0.8 -0.5 4.8
H -1.10566 -0.52817 1.75154 -0.1 0.4 0.0
C 1.53720 -0.25901 -4.31359 -2.3 0.9 0.4
C 0.04626 0.39578 -4.14474 1.5 -0.1 0.7
O -0.47949 0.26409 -2.85710 0.4 0.5 -0.2
O 2.43521 0.25695 -3.31278 -0.2 0.7 -1.1
H 1.67378 0.09067 -5.33691 1.4 0.2 0.1
H 1.63425 -1.34418 -4.34627 -0.6 0.0 0.1
H -0.69842 0.05777 -4.86537 0.3 -0.5 -0.2
H 0.11710 1.47444 -4.28462 0.6 0.0 -0.7
H -0.32289 1.07075 -2.36074 -0.2 0.0 -0.1
H 2.50187 -0.32865 -2.55500 -0.4 0.0 -0.3
C -0.91748 1.66305 3.13865 -2.0 0.2 1.0
C 0.28984 2.66070 3.14985 -2.1 0.3 -1.4
O 1.47713 1.97546 3.18687 1.3 -0.3 0.4
O -2.24759 2.32785 3.09222 2.1 0.4 0.0
H -0.88579 0.96658 3.97652 -0.2 1.0 1.2
H -0.89199 0.85615 2.40629 -0.3 2.6 -0.3
H 0.26817 3.41866 3.93286 -0.6 0.0 0.0
H 0.29536 3.09795 2.15141 -0.7 0.9 0.0
H 2.19570 2.53374 2.88101 0.0 0.2 0.1
H -2.95141 1.71385 3.31418 0.3 -0.4 0.0
C -3.66832 -0.76058 -2.34548 1.3 -0.8 1.9
C -2.43165 -1.42120 -1.63273 -2.4 -1.4 -1.0
O -2.29477 -2.73467 -2.15181 -8.1 1.5 -4.6
O -3.23913 -0.10020 -3.48382 -0.4 1.3 -1.2
H -4.13995 -0.06735 -1.64898 0.2 0.6 -0.2
H -4.46264 -1.48316 -2.53266 0.2 -0.5 -0.2
H -2.54654 -1.60669 -0.56479 -1.1 1.3 -0.2
H -1.50755 -0.84756 -1.70406 -1.9 -0.6 -1.1
H -1.43992 -2.98883 -1.79652 -5.2 0.3 -2.8
H -2.94681 -0.68379 -4.18778 -0.1 -0.5 0.4
C 1.49817 3.76860 -1.43156 1.0 0.0 -2.3
C 0.99198 4.17270 -2.80370 2.6 -1.1 -1.2
O 0.30239 5.33971 -2.91715 -1.0 2.2 0.5
O 0.41999 3.15726 -0.87622 -1.5 1.9 2.3
H 2.02074 4.59260 -0.94572 -0.8 0.5 0.5
H 2.29643 3.02648 -1.44345 0.3 -0.2 -0.8
H 0.36736 3.43536 -3.30795 0.2 -0.8 0.5
H 1.90425 4.25834 -3.39406 0.1 0.1 -0.6
H 0.06059 5.69204 -2.05751 -0.1 0.0 0.0
H 0.28294 3.54743 -0.00986 -0.5 -0.3 0.3
C 1.75466 -2.65535 -2.14268 -1.0 -0.6 -0.6
C 0.36459 -2.00451 -1.73171 1.3 0.6 -5.2
O -0.57007 -3.06183 -1.34373 11.5 -5.4 -2.1
O 1.66849 -3.46719 -3.37276 -0.7 0.6 1.2
H 2.07657 -3.32318 -1.34362 0.0 0.1 0.3
H 2.59720 -1.99480 -2.34734 -0.4 0.4 0.4
H -0.30035 -1.59870 -2.49413 1.6 -0.1 -1.0
H 0.28599 -1.18377 -1.01876 0.7 -0.7 0.0
H -0.25204 -3.87743 -1.73774 0.3 -0.7 -0.3
H 1.99946 -4.34275 -3.15954 0.1 -0.1 -0.1
C 1.73238 -0.52505 5.74342 1.1 1.4 -1.2
C 1.70845 -0.49719 4.18636 0.8 -1.6 0.7
O 0.41860 -0.84720 3.69669 2.0 -1.7 9.4
O 2.31529 0.76543 6.22552 -1.4 -1.8 -0.1
H 2.35108 -1.30251 6.19160 0.1 -0.3 -0.4
H 0.70107 -0.71181 6.04278 -0.1 0.5 0.3
H 2.43293 -1.19109 3.76006 0.0 -0.8 0.3
H 2.04474 0.41739 3.69797 -0.2 -0.3 1.3
H 0.12584 0.00064 3.35455 0.2 -1.0 1.5
H 2.15532 0.62460 7.16156 0.4 0.7 0.4
C 0.90339 0.20421 0.96420 0.1 0.6 -2.0
C -0.08666 0.94258 -0.00263 2.1 -1.0 0.9
O -1.01920 0.00365 -0.42459 1.4 3.3 0.9
O 0.12449 -0.36091 1.97733 3.1 1.7 -9.3
H 1.68205 0.83303 1.39591 -0.2 0.1 -0.1
H 1.41621 -0.60904 0.45065 0.0 0.0 -0.2
H 0.46515 1.37530 -0.83710 -0.3 -0.8 0.5
H -0.52534 1.73991 0.59730 -0.3 0.1 -0.4
H -1.52173 -0.14099 0.38047 -1.3 -1.0 -0.5
H 0.25212 -1.31167 1.94063 0.6 -0.6 -0.3
```
Positions in Å, forces in eV/Å.

Here are the Mulliken charges for atoms 1 to 8, given in e: number 1, C, carries -1.010; number 2, C, carries -0.273; number 3, O, carries -0.698; number 4, O, carries -0.924; number 5, H, carries 0.443; number 6, H, carries 0.405; number 7, H, carries 0.246; number 8, H, carries 0.398

(2)
Entry from the Open Molecules 2025 dataset: the molecule C5H8N2 in a non-equilibrium geometry (ωB97M-V with the def2-TZVPD basis set).

Summary:
* energy above the lowest of the compared OMol25 structures with the same formula, charge and spin: 436.0 kJ/mol
* charge: 0
* 2S+1: 1
* E_tot: -8290.4775 eV
* LUMO level: 0.68 eV

XYZ file:
```
15
Properties=species:S:1:pos:R:3:forces:R:3
C 0.92611 1.25247 1.28048 0.0 -0.1 0.0
C 0.79877 0.50928 -0.02449 0.0 0.2 0.1
C 1.32580 -0.86011 -0.21103 0.1 0.1 -0.3
C -0.79370 -1.14535 0.97898 -0.4 -0.4 0.7
N -1.28451 -1.68676 1.87680 0.4 0.6 -0.8
N -0.26670 -0.55947 -0.13533 -0.2 -0.1 0.2
C -1.17222 -0.52831 -1.29730 0.0 0.0 -0.2
H 0.95056 0.56280 2.12801 0.0 0.1 -0.1
H 1.88032 1.79068 1.26150 -0.1 -0.1 0.0
H 0.12441 1.98721 1.41500 0.1 -0.1 0.0
H 0.65505 1.19209 -0.87194 0.0 -0.1 0.1
H 1.46443 -1.05876 -1.28482 0.0 0.1 0.1
H -0.62308 -0.09765 -2.13553 0.0 -0.1 0.1
H -2.05830 0.07621 -1.08015 0.2 -0.1 0.0
H -1.46863 -1.54944 -1.54310 0.0 0.1 0.0
```
Positions in Å, forces in eV/Å.

Here are the Mulliken charges for atoms 1 to 8, given in e: number 1, C, carries -1.505; number 2, C, carries 0.110; number 3, C, carries -0.542; number 4, C, carries 0.430; number 5, N, carries -0.483; number 6, N, carries 0.270; number 7, C, carries -0.951; number 8, H, carries 0.342

(3)
Entry from the Open Molecules 2025 dataset: the molecule C13H10O in a non-equilibrium geometry (ωB97M-V with the def2-TZVPD basis set).

Summary:
* energy above the lowest of the compared OMol25 structures with the same formula, charge and spin: 265.2 kJ/mol
* charge: 0
* 2S+1: 1
* structure (SMILES): OC1=CC=C[C@H]2C1=C2c1ccccc1
* E_tot: -15685.2847 eV
* LUMO level: 0.21 eV

XYZ file:
```
24
Properties=species:S:1:pos:R:3:forces:R:3
O -2.09674 -2.80296 0.54623 2.1 1.5 2.0
C -2.09636 -1.42371 0.38384 -1.8 2.5 -1.7
C -2.98422 -0.76071 -0.50070 2.1 -2.5 1.2
C -2.83973 0.65180 -0.80492 -2.2 -2.4 -1.8
C -2.37958 1.58792 -0.02089 0.7 1.9 1.1
C -1.64223 1.16526 1.17620 -1.1 -1.3 1.2
C -1.28098 -0.36151 0.97766 1.6 0.7 0.2
C -0.34201 0.59464 0.88161 -0.9 -2.9 -0.5
C 0.96115 0.65704 0.27221 2.0 -1.4 1.0
C 1.24124 -0.37253 -0.73211 -0.7 3.6 2.0
C 2.51300 -0.61740 -1.07470 2.1 0.4 0.8
C 3.51367 -0.15199 -0.16909 1.6 -0.6 -0.2
C 3.29625 0.72687 0.86680 -1.2 1.3 -1.0
C 2.00884 1.27140 1.02784 -0.6 -3.1 -2.7
H -1.40096 -2.97971 1.26944 -1.6 0.2 -1.6
H -3.57686 -1.42168 -1.13409 -0.1 0.4 0.0
H -3.32356 0.85824 -1.76094 0.1 0.5 0.2
H -2.47934 2.61530 -0.33026 0.0 0.3 0.2
H -1.91686 1.28589 2.23659 -0.1 1.1 -0.7
H 0.40404 -0.66515 -1.28144 -1.1 -0.8 -0.9
H 2.74053 -1.03829 -2.03425 0.4 -0.8 0.0
H 4.60210 -0.42143 -0.15885 -1.2 -0.2 -1.1
H 4.17088 1.18912 1.28577 0.1 -0.2 0.7
H 1.69259 1.94036 1.73870 -0.2 1.7 1.7
```
Positions in Å, forces in eV/Å.

Here are the Mulliken charges for atoms 1 to 8, given in e: number 1, O, carries -0.568; number 2, C, carries 0.613; number 3, C, carries -0.697; number 4, C, carries -0.221; number 5, C, carries -0.649; number 6, C, carries -0.317; number 7, C, carries 0.026; number 8, C, carries 0.326

(4)
Entry from the Open Molecules 2025 dataset: C15H15DyN3P as an isolated structure in a non-equilibrium geometry (ωB97M-V with the def2-TZVPD basis set).

Summary:
* energy above the lowest of the compared OMol25 structures with the same formula, charge and spin: 372.9 kJ/mol
* charge: 0
* 2S+1: 6
* E_tot: -53633.2828 eV
* LUMO level (spin up / spin down): -1.10 / -1.76 eV

XYZ file:
```
35
Properties=species:S:1:pos:R:3:forces:R:3
C -0.90583 1.27760 -4.12393 2.5 -2.9 -0.4
C -0.23174 2.39157 -4.64846 0.3 -0.6 0.2
C 1.07942 2.01072 -5.06106 -0.4 -0.5 0.3
C 1.26864 0.61595 -4.82303 -0.3 0.5 0.2
C 0.11263 0.07427 -4.24110 -2.5 2.9 0.2
Dy -2.07752 -1.00929 -1.48165 -2.9 0.1 -2.7
P -0.41460 -3.15305 -1.18796 1.6 -2.0 0.2
H -1.93102 1.20864 -3.74820 0.2 0.1 -0.2
H -0.64937 3.39571 -4.72169 0.1 -0.3 0.0
H 1.81913 2.67579 -5.50253 -0.2 -0.2 0.1
H -0.09795 -0.96790 -3.98482 0.1 0.1 -0.1
H 2.17210 0.05114 -5.05572 -0.2 0.2 0.0
H 0.93452 -3.20977 -1.68409 -0.6 0.1 0.2
H -0.88222 -4.34353 -1.86041 0.2 0.5 0.3
H -0.16695 -3.77666 0.08354 -0.1 0.2 -0.6
N -0.56962 -0.05690 7.84147 0.3 0.0 -2.5
C -0.44499 -0.04973 6.67723 -0.3 0.0 2.3
C -0.29901 -0.02860 5.24725 -0.1 0.0 -0.2
C -1.40719 -0.27302 4.42445 0.1 0.0 -0.2
C -1.28181 -0.21044 3.03710 -0.1 0.0 0.4
C -0.03555 0.08748 2.47536 0.5 0.2 -0.9
C 1.09221 0.29206 3.28442 -0.2 0.0 0.8
C 0.94893 0.25343 4.67417 0.2 0.0 -0.7
N 0.08958 0.20434 1.07469 0.3 0.2 2.1
C 1.25572 0.36775 0.33448 0.8 0.3 0.1
C 0.92322 0.40429 -0.97010 -1.0 -0.2 0.1
N -0.44343 0.20244 -1.07371 1.5 1.4 -0.1
C -0.93955 0.12240 0.19668 -0.5 -0.7 0.7
H -2.37273 -0.50348 4.87651 0.3 0.1 -0.1
H -2.15209 -0.38978 2.40194 0.3 0.0 0.3
H 2.06767 0.49698 2.84003 -0.4 0.0 0.3
H 1.81038 0.45006 5.31317 -0.3 -0.1 -0.2
H 2.22331 0.46799 0.80191 -0.2 -0.1 -0.1
H 1.49199 0.54365 -1.86486 0.3 0.0 -0.3
H -1.98623 0.37787 0.44890 0.6 0.5 0.2
```
Positions in Å, forces in eV/Å.

Here are the Mulliken charges for atoms 1 to 8, given in e: number 1, C, carries -0.156; number 2, C, carries -0.784; number 3, C, carries -0.343; number 4, C, carries -0.871; number 5, C, carries -0.152; number 6, Dy, carries 1.332; number 7, P, carries -0.236; number 8, H, carries 0.147

(5)
Entry from the Open Molecules 2025 dataset: the molecule C8H8ClNO in a non-equilibrium geometry (ωB97M-V with the def2-TZVPD basis set).

Summary:
* energy above the lowest of the compared OMol25 structures with the same formula, charge and spin: 148.5 kJ/mol
* charge: 0
* 2S+1: 1
* structure (SMILES): CNc1ccc(C=O)cc1Cl
* E_tot: -24484.2805 eV
* LUMO level: 0.37 eV

XYZ file:
```
19
Properties=species:S:1:pos:R:3:forces:R:3
C 0.47880 1.21798 2.98140 -0.3 1.0 1.5
N 1.04353 0.62275 1.82421 3.4 -0.7 -1.4
C 0.46129 0.25807 0.61246 -1.7 -0.1 0.4
C -0.94034 0.19776 0.35942 -1.7 -0.2 2.9
C -1.52468 -0.15433 -0.86710 2.0 0.6 2.5
C -0.68608 -0.54319 -1.83965 0.8 -2.3 -3.8
C -1.18718 -1.29669 -3.08309 -1.1 1.9 0.1
O -0.42489 -1.69539 -3.92661 -0.7 -0.4 0.2
C 0.70400 -0.56932 -1.73030 -0.9 -0.6 2.2
C 1.18772 -0.20197 -0.48332 1.5 1.0 -1.1
Cl 2.90129 -0.02596 -0.38712 1.0 -0.3 0.3
H 0.02749 0.45535 3.67197 -0.3 0.7 -0.7
H 1.36263 1.60438 3.65193 -1.8 -0.2 -1.5
H -0.25767 2.04298 2.64532 1.0 -1.1 1.1
H 2.12041 0.63880 1.87547 -2.7 -0.3 -0.8
H -1.65102 0.17020 1.29477 1.4 0.7 -1.9
H -2.54983 -0.25926 -0.97117 -1.9 -0.1 -0.1
H -2.36675 -1.28891 -3.22185 1.9 -0.4 0.2
H 1.30129 -1.17326 -2.40675 0.0 0.7 -0.2
```
Positions in Å, forces in eV/Å.

Here are the Mulliken charges for atoms 1 to 8, given in e: number 1, C, carries -0.875; number 2, N, carries -0.235; number 3, C, carries 0.323; number 4, C, carries -0.099; number 5, C, carries -1.084; number 6, C, carries 0.590; number 7, C, carries -0.058; number 8, O, carries -0.475

(6)
Entry from the Open Molecules 2025 dataset: a 3-piece molecular cluster, C18H15N3O6 overall in a non-equilibrium geometry (ωB97M-V with the def2-TZVPD basis set).

Summary:
* energy above the lowest of the compared OMol25 structures with the same formula, charge and spin: 183.7 kJ/mol
* charge: 0
* 2S+1: 1
* structure (SMILES): O=[N+]([O-])c1ccccc1.O=[N+]([O-])c1ccccc1.O=[N+]([O-])c1ccccc1
* E_tot: -35654.3790 eV
* LUMO level: -0.94 eV

XYZ file:
```
42
Properties=species:S:1:pos:R:3:forces:R:3
O -2.95592 -8.60132 -1.38879 -1.0 0.1 1.1
N -2.42250 -7.52979 -1.19894 0.9 0.4 -2.5
O -1.27576 -7.33183 -1.59683 -0.3 0.5 1.0
C -3.19926 -6.33104 -0.79914 2.7 3.2 1.3
C -2.50922 -5.00847 -0.71921 -1.4 -2.7 -1.4
C -3.25414 -3.89947 -0.37357 1.3 -1.1 0.1
C -4.55422 -4.07164 0.04260 -0.3 0.1 -0.2
C -5.13977 -5.34495 0.13688 -0.4 3.6 0.6
C -4.44414 -6.42992 -0.25811 -0.1 -2.6 -0.6
H -1.52328 -4.84705 -1.12939 0.2 -0.5 0.2
H -2.68509 -2.98157 -0.37958 -0.6 0.4 0.0
H -5.09490 -3.15654 0.23411 -0.4 -0.2 0.4
H -6.12874 -5.26293 0.56304 -0.2 -1.0 -0.1
H -4.85198 -7.42837 -0.20204 -0.2 -0.1 0.1
O -2.54328 -0.32541 -2.20196 0.6 0.0 0.2
N -1.73388 0.57210 -2.24316 -0.7 2.5 -0.7
O -1.99195 1.69964 -2.80634 1.4 -3.3 1.8
C -0.38672 0.37627 -1.55109 1.2 2.0 -0.9
C 0.60007 1.39438 -1.79994 -1.1 -0.1 0.0
C 1.85152 1.30601 -1.25034 -0.3 -2.2 1.1
C 2.09928 0.13320 -0.44945 1.8 2.9 -0.8
C 1.18541 -0.80960 -0.18713 0.1 -0.2 0.4
C -0.07064 -0.68294 -0.73483 -1.9 -0.9 -0.6
H 0.33772 2.27787 -2.36299 -0.2 -0.2 -0.2
H 2.61209 2.06317 -1.37132 -0.1 0.0 -0.1
H 3.05886 0.01067 0.03076 0.3 0.2 -0.1
H 1.57426 -1.54929 0.49703 -0.9 -0.6 -0.1
H -0.82118 -1.44251 -0.57313 -0.1 0.0 0.1
O 1.62808 7.49325 3.34600 -0.6 -0.3 0.7
N 2.30466 7.34931 2.37023 1.2 0.2 -1.3
O 2.75852 8.25129 1.68101 -0.4 0.1 0.1
C 2.75836 6.01902 1.94821 0.6 -2.6 0.4
C 2.97210 5.67947 0.60642 0.2 1.6 0.7
C 3.61890 4.50670 0.25864 -1.3 -0.3 -1.1
C 3.86785 3.51414 1.17840 0.7 -0.2 0.0
C 3.61476 3.78986 2.48107 0.2 1.4 1.6
C 3.09324 5.03075 2.88109 -0.7 -0.2 0.1
H 2.68917 6.46518 -0.07844 0.2 -0.2 -0.5
H 3.74428 4.26013 -0.78534 0.2 0.3 -0.2
H 4.33031 2.56341 0.95784 0.0 0.0 -0.5
H 4.01282 3.19574 3.29037 -0.4 -0.6 -0.1
H 2.87426 5.08319 3.93736 0.1 0.7 0.1
```
Positions in Å, forces in eV/Å.

Here are the Mulliken charges for atoms 1 to 8, given in e: number 1, O, carries -0.566; number 2, N, carries 0.906; number 3, O, carries -0.578; number 4, C, carries 0.041; number 5, C, carries -0.301; number 6, C, carries 0.153; number 7, C, carries -0.436; number 8, C, carries -0.505

(7)
Entry from the Open Molecules 2025 dataset: a 2-piece molecular cluster, C4H8F2OS overall in a non-equilibrium geometry (ωB97M-V with the def2-TZVPD basis set).

Summary:
* charge: 0
* 2S+1: 1
* E_tot: -22591.9146 eV
* LUMO level (spin up / spin down): -0.18 / -0.18 eV

XYZ file:
```
16
Properties=species:S:1:pos:R:3:forces:R:3
C -0.15027 2.34957 -0.04741 1.5 1.6 -0.2
C -0.09832 -3.25935 -0.41990 0.8 -0.9 2.7
C -0.77270 0.98501 -0.30397 -0.2 0.9 -2.5
C 0.24570 -0.10982 0.00168 -3.3 -1.1 -0.7
O -1.95114 -1.63259 -1.26615 -1.3 0.2 -1.9
F -1.83236 1.02819 0.57130 -0.7 -1.0 0.4
F 0.93345 0.12011 1.13187 0.3 -0.5 -0.2
S -1.35290 -1.97716 -0.00357 3.8 1.6 1.6
H 0.76657 2.63233 -0.63521 -0.9 -0.7 0.0
H 0.29243 2.22894 0.98200 -1.0 0.9 -0.7
H -0.86269 3.24305 -0.21293 0.9 -1.7 0.7
H -0.79662 -4.11552 -0.54261 0.9 0.3 -1.2
H 0.52877 -3.65517 0.49863 -1.3 1.3 -1.3
H 0.67554 -2.92317 -1.14025 -1.2 -0.5 -0.2
H -1.20912 0.85550 -1.43083 1.1 0.1 2.8
H 0.79071 -0.29087 -0.93740 0.5 -0.3 0.8
```
Positions in Å, forces in eV/Å.

Here are the Mulliken charges for atoms 1 to 8, given in e: number 1, C, carries -1.225; number 2, C, carries -0.801; number 3, C, carries 0.405; number 4, C, carries -0.249; number 5, O, carries -0.499; number 6, F, carries -0.302; number 7, F, carries -0.292; number 8, S, carries 0.472